Formula: C24H25N2
Source: the OMol25 dataset
Level of theory: ωB97M-V/def2-TZVPD

Output
Total energy (eV): -28264.850
E_HOMO (eV): -10.37
LUMO level (eV): -5.38

Geometry as ORCA input:
```
! RIJCOSX wB97M-V def2-TZVPD def2/J DEFGRID3
* xyz 1 1
N 3.063 0.685 1.148
N 3.930 1.709 1.027
C 4.772 1.786 -0.151
C -1.643 0.040 -2.009
C -4.751 3.037 0.798
C 4.535 2.096 2.286
C 1.256 -3.421 0.733
C 0.790 -3.049 3.463
C -0.090 -1.424 0.157
C -2.675 -0.228 -4.217
C -2.867 1.154 -0.121
C -1.075 -0.477 0.404
C -3.961 3.326 -0.324
C -3.668 0.877 1.009
C -4.627 1.795 1.436
C 1.620 -4.092 3.030
C 2.450 0.175 0.126
C -1.826 0.219 -0.565
C -3.070 2.374 -0.810
C 1.842 -4.279 1.657
C -2.787 0.012 -2.851
C -1.412 -0.437 -4.788
C -0.267 -0.380 -3.983
C 0.192 -2.185 2.543
C 0.434 -2.342 1.154
C -0.380 -0.110 -2.617
H -5.269 1.547 2.282
H 5.337 1.409 2.602
H 1.422 -3.561 -0.338
H 5.211 2.790 -0.179
H 1.963 -0.784 0.258
H -2.482 2.577 -1.708
H -0.452 -1.374 2.884
H -3.572 -0.252 -4.840
H 2.497 0.638 -0.877
H 4.962 3.097 2.175
H 0.137 -1.677 -0.880
H 4.176 1.622 -1.052
H 0.512 0.017 -2.001
H 0.723 -0.542 -4.414
H -4.036 4.292 -0.825
H 5.599 1.053 -0.136
H -1.319 -0.644 -5.855
H 2.471 -5.100 1.308
H 2.090 -4.757 3.755
H -3.551 -0.084 1.516
H -5.462 3.776 1.167
H -3.777 0.158 -2.412
H -1.328 -0.254 1.445
H 0.599 -2.911 4.528
H 3.763 2.101 3.060
*
```


Formula: C24H25N3O3
Source: the OMol25 dataset
Level of theory: ωB97M-V/def2-TZVPD

Output
SMILES: [H]/N=c1\n(Cc2ccccc2)c2ccccc2n1C[C@H](O)COc1ccc(OC)cc1
Total energy (eV): -35906.635
E_HOMO (eV): -7.37
LUMO level (eV): 0.78

Geometry as ORCA input:
```
! RIJCOSX wB97M-V def2-TZVPD def2/J DEFGRID3
* xyz 0 1
O -1.183 -3.522 -0.620
O 1.505 1.112 -1.930
O 4.999 1.310 -0.781
N 1.738 1.369 0.959
N -0.441 1.455 1.405
N 0.717 3.408 0.558
C -3.732 0.709 0.759
C 0.944 -0.110 -1.676
C 1.613 -1.320 -1.602
C -1.758 1.976 1.681
C 0.066 -2.062 2.469
C -3.580 2.072 -1.642
C -1.115 -1.241 -1.147
C 3.038 1.812 0.547
C -2.686 2.357 -0.625
C 1.377 0.137 1.457
C 0.931 -2.480 -1.261
C -0.438 -0.094 -1.480
C -0.005 0.184 1.720
C -0.522 -4.736 -0.362
C 0.635 2.197 0.931
C -4.551 1.101 -1.461
C -0.431 -2.449 -1.003
C 1.431 -2.101 2.235
C 3.631 1.012 -0.630
C -0.673 -0.913 2.221
C 2.900 1.259 -1.966
C 2.110 -1.001 1.729
C -2.751 1.675 0.584
C -4.627 0.422 -0.257
H -3.518 2.608 -2.577
H 1.983 -3.003 2.454
H 3.743 1.730 1.385
H -5.247 0.877 -2.255
H 2.670 -1.391 -1.806
H 3.601 -0.052 -0.382
H -1.290 -5.421 -0.006
H -1.734 -0.891 2.411
H -0.435 -2.936 2.858
H -2.180 -1.223 -0.978
H -2.103 1.549 2.628
H -0.154 3.923 0.585
H -3.804 0.180 1.698
H -5.384 -0.334 -0.108
H 3.051 2.303 -2.261
H 3.351 0.614 -2.735
H -1.928 3.113 -0.774
H -1.666 3.061 1.810
H 3.176 -1.041 1.568
H 5.093 2.253 -0.965
H 0.245 -4.615 0.409
H -0.065 -5.149 -1.268
H 1.490 -3.399 -1.194
H 2.919 2.864 0.273
H -0.957 0.844 -1.583
*
```


Formula: C24H25N3O4
Source: the OMol25 dataset
Level of theory: ωB97M-V/def2-TZVPD

Output
SMILES: COc1ccccc1N(C(=O)c1ccco1)[C@H](C(=O)NC1CCCC1)c1ccncc1
Total energy (eV): -37954.071
E_HOMO (eV): -8.57
LUMO level (eV): 0.54

Geometry as ORCA input:
```
! RIJCOSX wB97M-V def2-TZVPD def2/J DEFGRID3
* xyz 0 1
O 0.406 -1.522 -2.186
O -1.292 -1.799 2.619
O -2.064 1.641 2.267
O -1.607 0.573 -1.559
N -0.811 -0.476 0.844
N 1.658 -1.317 -0.326
N -4.341 -2.737 -2.011
C 3.164 0.374 -1.348
C -3.199 -1.419 -0.383
C -1.681 0.498 2.882
C -0.696 -1.654 -0.010
C -0.322 0.769 0.394
C 0.771 3.165 -0.486
C 4.340 -0.230 0.700
C -1.240 -0.685 2.127
C 4.074 -1.504 -0.098
C -1.834 0.878 -2.913
C -0.692 1.283 -0.862
C 0.588 1.465 1.180
C 2.917 -1.114 -1.016
C -2.382 1.909 4.453
C -1.869 0.613 4.237
C -2.482 2.480 3.220
C -4.337 -1.816 -1.063
C -3.190 -3.317 -2.304
C 1.121 2.669 0.756
C -0.119 2.476 -1.292
C -1.986 -2.014 -0.706
C -1.992 -3.006 -1.681
C 4.224 0.873 -0.353
C 0.491 -1.483 -0.979
H -0.378 2.879 -2.258
H -0.451 -2.492 0.665
H -2.290 1.866 -3.035
H 5.312 -0.238 1.189
H -0.907 0.818 -3.489
H -3.262 -0.653 0.374
H 0.873 1.053 2.138
H -2.525 0.115 -3.266
H 5.182 0.997 -0.858
H 3.508 0.480 -2.375
H 4.948 -1.751 -0.701
H 2.866 -1.719 -1.925
H 3.831 -2.362 0.527
H -1.660 -0.142 4.966
H -1.084 -3.514 -1.961
H 1.193 4.094 -0.838
H 3.946 1.829 0.086
H 3.575 -0.098 1.468
H -2.644 2.351 5.392
H 2.233 0.931 -1.252
H -2.829 3.445 2.903
H 1.815 3.203 1.386
H -3.232 -4.072 -3.078
H -5.299 -1.371 -0.841
H 1.661 -1.218 0.677
*
```


Formula: C24H25N3O6S
Source: the OMol25 dataset
Level of theory: ωB97M-V/def2-TZVPD

Output
SMILES: O=C(COC(=O)c1cccc(S(=O)(=O)N2CCN(c3ccccc3)CC2)c1)NCc1ccco1
Total energy (eV): -52884.040
E_HOMO (eV): -8.05
LUMO level (eV): -0.22

Geometry as ORCA input:
```
! RIJCOSX wB97M-V def2-TZVPD def2/J DEFGRID3
* xyz 0 1
S 3.865 -0.326 -2.101
O -2.620 2.107 5.635
O 4.628 -1.114 -3.020
O 1.375 0.091 2.632
O 4.484 0.779 -1.437
O 0.993 -2.017 3.302
O -1.852 -1.809 5.032
N -1.186 -0.009 3.832
N 0.018 0.941 -3.996
N 2.550 0.268 -2.931
C 1.423 -1.103 2.434
C -2.397 4.144 4.775
C -1.195 0.432 -3.533
C 3.131 -1.417 -0.875
C 1.815 -3.064 0.908
C 2.982 -2.760 -1.169
C -2.498 0.600 3.714
C 0.501 -1.572 4.564
C 1.968 -1.708 1.194
C -2.356 3.202 3.719
C 1.830 -0.688 -3.739
C -3.713 -0.525 -2.726
C -0.982 -1.151 4.509
C -1.996 -0.327 -4.394
C 2.634 -0.880 0.293
C -2.557 3.418 5.913
C -2.942 0.240 -1.870
C 0.772 1.880 -3.196
C -3.229 -0.800 -3.994
C -1.702 0.711 -2.261
C 0.922 0.071 -4.718
C -2.502 1.974 4.297
C 1.689 1.165 -2.195
C 2.326 -3.586 -0.268
H -3.822 -1.382 -4.685
H -2.639 3.706 6.942
H 0.370 -0.644 -5.324
H -0.394 0.491 3.445
H 2.212 -4.637 -0.485
H 1.209 -1.350 -3.111
H -3.305 0.471 -0.879
H -2.788 0.651 2.660
H -3.191 -0.047 4.260
H -1.662 -0.531 -5.400
H 1.107 -0.731 4.921
H 2.333 1.872 -1.673
H 3.396 -3.137 -2.090
H 2.572 -1.283 -4.270
H 1.397 2.460 -3.881
H 0.595 -2.428 5.233
H 2.781 0.165 0.518
H -2.317 5.208 4.692
H -4.677 -0.895 -2.414
H -1.133 1.296 -1.555
H -2.243 3.409 2.674
H 1.542 0.689 -5.374
H 1.295 -3.697 1.609
H 1.084 0.609 -1.461
H 0.095 2.564 -2.685
*
```